Entry from the Open Molecules 2025 dataset: C4H4N2O2 in the gas phase (wB97M-V/def2-TZVPD).

```
12
Properties=species:S:1:pos:R:3:forces:R:3:mulliken_charge:R:1
O 2.6910 -0.1747 0.0296 -0.876 -1.422 -0.004 -0.50
C 1.4839 -0.2510 0.0263 3.429 0.502 0.989 0.32
C 0.7524 0.8957 -0.3025 -3.959 5.864 -0.069 -0.34
C -0.5198 1.1830 0.2362 1.368 -0.433 -0.151 0.16
N -1.4958 0.1476 0.3979 -1.874 3.306 -1.411 -0.23
N -1.4565 -1.0546 -0.3337 5.069 -0.180 1.674 -0.44
C -0.2464 -1.5728 -0.1668 -3.705 -5.850 -1.639 0.13
O 0.8017 -1.3466 0.6111 1.101 2.883 0.183 -0.27
H 1.1685 1.9618 -0.7114 0.068 -3.326 1.249 0.25
H -0.7962 2.3164 0.6499 0.339 -3.350 -1.604 0.31
H -2.3203 0.6341 -0.0358 0.360 -0.694 1.447 0.31
H -0.0624 -2.7390 -0.4008 -1.319 2.699 -0.664 0.32
```
Forces are in eV/Å.

Computed properties:
Kohn-Sham gap in Eh: 0.342
Molecular weight in g mol⁻¹: 112.088
Structure (SMILES): O=C1C=CNN=CO1
Multiplicity: 1
LUMO energy in eV: -0.01
Relative energy (zero: lowest compared OMol25 entry of this formula, charge and spin) in eV: 4.850
HOMO level in eV: -9.326

---

Entry from the Open Molecules 2025 dataset: a gas-phase ion, C6H15N2 (charge +1) (wB97M-V/def2-TZVPD).

```
23
Properties=species:S:1:pos:R:3:forces:R:3:mulliken_charge:R:1
C -0.9206 -0.2418 2.7814 0.431 -0.528 -0.598 -1.45
C -0.4653 0.3248 1.4598 0.434 -0.380 1.076 0.68
N 0.8790 0.8139 1.3872 0.203 1.086 0.752 -0.58
C -1.1723 0.2112 0.3687 -2.448 -0.650 -1.162 -0.56
C -0.8813 0.7507 -1.0150 -0.101 -0.197 1.150 -0.99
C -0.6419 -0.3166 -2.0802 0.451 0.292 0.331 -0.42
C 0.6918 -0.9880 -1.8370 1.432 0.353 -1.210 -0.70
N 1.5733 -0.2203 -0.8827 0.219 -1.956 -0.989 -0.15
H -1.4763 -1.1738 2.6832 -0.068 0.130 -0.209 0.39
H -0.0653 -0.4605 3.3835 0.670 -0.291 0.499 0.44
H -1.5021 0.4334 3.3588 -0.640 0.816 0.333 0.30
H 1.3655 0.6140 2.2376 0.321 -0.404 0.565 0.25
H 1.0034 1.8246 1.3095 -0.485 -0.110 -0.300 0.24
H -2.1465 -0.3209 0.5317 0.832 0.659 -0.488 0.33
H -1.6671 1.4088 -1.3182 -0.798 0.223 -0.219 0.42
H -0.0377 1.4408 -0.9159 0.047 -0.081 -0.349 0.40
H -0.5451 0.2226 -3.0124 -0.332 -0.103 -0.441 0.35
H -1.4133 -1.0883 -2.1614 -0.092 0.435 0.108 0.33
H 1.2728 -1.0153 -2.7646 -0.125 0.217 -0.072 0.40
H 0.7440 -2.0182 -1.5793 -0.654 -0.756 0.939 0.38
H 1.1632 -0.0013 0.0546 0.077 0.666 0.368 0.13
H 1.8821 0.6345 -1.3269 0.324 0.167 0.160 0.39
H 2.3596 -0.8343 -0.6624 0.303 0.413 -0.245 0.42
```
Forces are in eV/Å.

Computed properties:
Kohn-Sham gap in Eh: 0.362
Molecular weight in g mol⁻¹: 115.200
Structure (SMILES): C/C(N)=C/CCC[NH3+]
Multiplicity: 1
LUMO energy in eV: -3.09
Relative energy (zero: lowest compared OMol25 entry of this formula, charge and spin) in eV: 1.351
HOMO level in eV: -12.932
Net charge: +1

---

Entry from the Open Molecules 2025 dataset: a molecular structure, C40H34F3N6PPt (wB97M-V/def2-TZVPD).

```
85
Properties=species:S:1:pos:R:3:forces:R:3:mulliken_charge:R:1
Pt -0.9118 -0.0951 0.0255 0.167 0.198 -1.085 1.41
C -0.4514 -3.5946 0.5585 0.051 -0.124 0.188 -0.60
C -1.4301 -2.9338 1.4649 0.056 0.009 -0.006 0.43
C -2.0988 -3.7456 2.3851 -0.004 -0.069 -0.025 -0.90
C -2.9772 -3.2156 3.2963 -0.014 0.052 -0.012 -1.15
C -3.1928 -1.8413 3.2625 -0.052 -0.039 -0.017 -0.68
C -2.5526 -1.0714 2.3233 -0.036 -0.013 -0.070 0.62
N -1.6554 -1.6035 1.4141 0.251 -0.045 0.394 0.65
C -2.8029 0.3769 2.2467 0.089 0.003 -0.013 0.56
C -3.5338 1.1512 3.1355 0.049 -0.007 0.053 -0.85
C -3.6012 2.5202 2.9182 -0.029 -0.028 0.058 -1.30
C -2.9596 3.0956 1.8281 0.081 0.061 -0.083 -0.69
C -2.2604 2.2754 0.9599 0.044 0.000 0.029 0.36
N -2.2225 0.9568 1.1984 -0.392 -0.203 -0.214 0.66
C -1.6530 2.6710 -0.3276 -0.122 -0.118 0.124 0.57
C -1.6919 3.9649 -0.7775 0.008 0.048 -0.064 -0.93
C -1.4497 4.2230 -2.1260 -0.031 -0.072 0.057 -1.11
C -1.3004 3.1439 -2.9669 0.021 0.044 -0.027 -0.80
C -1.2196 1.8376 -2.4753 0.035 -0.137 -0.102 0.44
C -1.2218 0.7235 -3.4790 0.085 0.038 -0.032 -0.85
N -1.2620 1.6222 -1.1408 0.057 0.322 0.267 0.55
H -0.0056 -4.4482 1.0669 -0.004 -0.003 0.009 0.75
H 0.3387 -2.9203 0.2597 -0.035 -0.054 0.080 -0.62
H -0.9482 -3.9838 -0.3325 0.000 -0.009 0.077 0.28
H -1.8936 -4.8078 2.3701 0.020 0.006 0.008 0.64
H -3.4854 -3.8425 4.0178 0.004 0.006 0.008 0.52
H -3.8754 -1.3799 3.9609 -0.024 -0.014 -0.006 0.57
H -4.0294 0.7116 3.9885 -0.004 0.019 0.012 0.57
H -4.1593 3.1454 3.6036 -0.005 0.002 -0.004 0.51
H -3.0286 4.1604 1.6578 -0.003 0.003 0.024 0.52
H -1.9640 4.7649 -0.1037 -0.013 0.011 -0.018 0.55
H -1.4701 5.2341 -2.5122 0.014 0.006 0.006 0.53
H -1.2504 3.2864 -4.0379 0.009 0.004 0.003 0.56
H -1.0767 1.1411 -4.4726 -0.001 -0.009 0.002 0.52
H -2.1945 0.2306 -3.4710 -0.046 0.013 0.012 0.38
H -0.4422 -0.0167 -3.3431 0.001 -0.059 0.085 0.04
N 0.2470 -2.1867 -1.8969 0.231 0.179 -0.345 0.50
P 1.0256 -0.8353 -1.2652 -0.285 0.394 0.382 0.93
C 2.0008 -0.1235 -2.6095 0.065 -0.426 -0.326 0.88
C 1.8938 1.0577 -3.3376 -0.033 0.103 0.129 0.53
C 2.7939 1.3262 -4.3566 0.038 -0.007 -0.017 -1.08
C 3.7943 0.4155 -4.6736 -0.019 0.011 0.025 -0.74
C 3.9177 -0.7589 -3.9445 0.053 0.001 0.003 -0.89
C 3.0434 -1.0233 -2.9023 -0.145 0.002 -0.076 -1.39
C 2.2380 -0.7522 0.0588 0.075 -0.133 -0.005 -0.18
C 2.5791 0.7280 0.1045 -0.111 -0.031 0.047 -0.71
C 3.6887 1.1977 1.0678 0.034 -0.033 -0.012 -0.68
C 3.9402 0.2969 2.2891 0.053 -0.046 -0.020 -0.84
C 3.0508 -0.9669 2.3620 -0.088 0.089 0.062 -0.72
C 2.5163 -1.5521 1.0903 -0.125 0.160 0.073 -0.90
C -1.1369 -2.1827 -2.0456 -0.055 0.020 0.007 -0.02
C -1.7609 -3.0788 -2.9103 0.019 -0.016 0.001 -0.97
C -3.1340 -3.0631 -3.0268 -0.007 0.005 0.005 -0.72
C -3.8843 -2.1527 -2.2739 -0.015 -0.015 -0.028 -0.93
C -3.2211 -1.2936 -1.4447 0.080 0.079 -0.013 -0.24
N -1.8651 -1.2945 -1.3367 -0.267 -0.028 0.099 0.71
H 0.7484 -2.7772 -2.5536 -0.021 0.002 -0.009 0.44
H 1.1595 1.8085 -3.0899 -0.077 0.005 0.006 0.70
H 2.7196 2.2559 -4.9049 -0.005 0.004 0.009 0.52
H 4.4896 0.6305 -5.4742 -0.011 -0.004 -0.011 0.45
H 4.7067 -1.4637 -4.1712 0.001 0.002 0.006 0.49
H 3.1930 -1.9295 -2.3216 0.004 -0.008 0.004 0.36
H 2.7349 1.1330 -0.8892 0.036 0.044 0.059 1.12
H 4.5616 1.6416 0.6014 -0.014 0.014 -0.009 0.54
H 4.9679 0.1692 2.6146 0.007 0.026 -0.015 0.46
H 3.4507 -1.7264 3.0272 -0.016 -0.011 0.004 0.79
H 2.2522 -2.6020 1.0839 0.051 -0.049 0.021 0.76
H -1.1595 -3.7765 -3.4793 -0.012 -0.004 -0.008 0.61
H -3.6260 -3.7548 -3.6994 -0.001 0.001 0.001 0.53
H -4.9627 -2.1161 -2.3399 0.002 -0.004 -0.002 0.57
H -3.7404 -0.5584 -0.8446 -0.015 -0.008 0.003 0.46
F 2.0794 2.3797 4.8637 -0.016 0.012 0.002 -0.26
C 3.2059 1.8096 4.3976 -0.014 -0.015 -0.023 0.76
F 4.1279 2.7511 4.2399 0.010 0.009 0.000 -0.24
F 3.6321 0.9235 5.2985 0.000 -0.001 0.009 -0.26
C 2.9039 1.1232 3.0888 -0.049 0.049 0.056 1.04
C 2.6435 2.0301 1.8728 0.012 0.048 0.018 -1.12
C 1.5218 1.5702 0.9108 0.057 -0.091 -0.113 -0.96
N 0.4460 0.7033 1.4110 0.311 -0.027 0.294 -0.26
C 0.6754 0.0057 2.4676 0.039 -0.023 0.046 -0.27
C 1.9554 -0.0691 3.1900 0.035 -0.100 -0.035 -1.18
H 2.7245 3.1006 2.0353 0.015 -0.005 0.012 0.59
H 1.0707 2.3842 0.3469 0.020 -0.004 -0.014 0.70
H -0.0879 -0.6853 2.7964 -0.082 -0.016 -0.017 0.64
H 1.8122 -0.4551 4.1967 0.012 -0.001 0.001 0.78
```
Forces are in eV/Å.

Computed properties:
Kohn-Sham gap in Eh: 0.247
Molecular weight in g mol⁻¹: 881.800
Multiplicity: 1
LUMO energy in eV: -12.91
Relative energy (zero: lowest compared OMol25 entry of this formula, charge and spin) in eV: 1.002
HOMO level in eV: -19.625
Net charge: +4

---

Entry from the Open Molecules 2025 dataset: a gas-phase ion, C3H3N2O (charge +1) (wB97M-V/def2-TZVPD).

```
9
Properties=species:S:1:pos:R:3:forces:R:3:mulliken_charge:R:1
O 1.9738 0.8370 -0.0587 -2.357 0.939 1.553 -0.35
N 0.8758 1.1175 0.4805 1.901 3.612 2.149 0.21
C -0.2919 0.7175 0.1347 -4.020 0.112 1.549 -0.06
N -0.3172 -0.3022 -0.6757 0.739 0.565 -0.656 0.18
C 0.5384 -1.2086 -1.1636 -0.249 -2.114 -1.782 -0.19
C -0.8456 -1.4307 -0.6833 2.409 -2.569 -1.533 0.13
H 0.6463 1.9104 1.3317 2.097 -2.166 -2.074 0.40
H -1.2210 0.4935 0.7466 1.348 2.340 0.293 0.30
H -1.3585 -2.1345 -0.1122 -1.869 -0.718 0.500 0.38
```
Forces are in eV/Å.

Computed properties:
Kohn-Sham gap (spin up / spin down) in Eh: 0.307 / 0.307
Molecular weight in g mol⁻¹: 83.070
Structure (SMILES): [O-]/[NH+]=C\[N+]1=C=C1
Multiplicity: 1
LUMO energy (spin up / spin down) in eV: -7.30 / -7.30
Relative energy (zero: lowest compared OMol25 entry of this formula, charge and spin) in eV: 8.808
HOMO level (spin up / spin down) in eV: -15.655 / -15.659
Net charge: +1

---

F_max for the records above, in order: 0.1384 0.0542 0.0217 0.0897 hartree/bohr